[1]
C56H49FN6O16P | the ωB97M-V functional and the def2-TZVPD basis

Cartesian coordinates (Å):
C  -6.190  2.484  -1.912
C  -6.647  2.217  -3.321
N  -7.702  2.749  -3.765
C  -5.778  1.274  -4.156
N  -4.635  1.958  -4.796
P  -4.886  3.382  -5.796
N  -4.189  3.464  -7.169
C  -3.384  1.504  -4.610
N  -2.275  2.043  -5.134
C  -1.270  1.297  -4.687
N  -1.696  0.316  -3.901
C  -0.930  -0.715  -3.193
C  -1.094  -0.558  -1.676
C  -0.636  0.812  -1.160
F  0.281  0.634  -0.126
N  -3.048  0.427  -3.853
H  -7.021  2.866  -1.325
H  -5.851  1.553  -1.447
H  -5.347  3.180  -1.914
H  -7.905  2.448  -4.719
H  -5.433  0.469  -3.510
H  -6.397  0.817  -4.934
H  -6.282  3.428  -5.862
H  -4.510  4.419  -4.922
H  -3.592  2.687  -7.415
H  -0.220  1.429  -4.915
H  0.112  -0.510  -3.439
H  -1.243  -1.705  -3.521
H  -2.146  -0.684  -1.401
H  -0.514  -1.320  -1.155
H  -0.131  1.409  -1.926
H  -1.466  1.410  -0.774
H  -3.621  -0.222  -3.340
C  3.518  3.983  2.880
C  2.899  5.130  2.612
C  1.667  5.167  1.786
O  1.100  6.214  1.548
C  1.144  3.878  1.269
C  1.761  2.732  1.535
C  2.995  2.698  2.362
O  3.539  1.638  2.596
H  4.419  3.940  3.477
H  3.260  6.079  2.977
H  0.240  3.933  0.674
H  1.405  1.779  1.173
C  -0.332  4.411  6.843
C  -0.444  5.464  7.649
C  -0.603  6.839  7.105
O  -0.699  7.796  7.839
C  -0.635  6.992  5.628
C  -0.525  5.937  4.826
C  -0.365  4.567  5.368
O  -0.263  3.609  4.628
H  -0.214  3.402  7.216
H  -0.423  5.376  8.727
H  -0.749  8.001  5.253
H  -0.543  6.023  3.746
C  3.801  -3.303  -3.736
C  3.117  -2.168  -3.849
C  2.323  -1.871  -5.065
O  1.692  -0.833  -5.163
C  2.317  -2.878  -6.151
C  2.999  -4.014  -6.040
C  3.794  -4.319  -4.821
O  4.410  -5.353  -4.712
H  4.390  -3.542  -2.860
H  3.109  -1.415  -3.070
H  1.730  -2.634  -7.027
H  3.009  -4.766  -6.819
C  -1.676  -3.985  -0.952
C  -1.563  -4.669  0.181
C  -0.830  -5.957  0.218
O  -0.694  -6.567  1.254
C  -0.251  -6.462  -1.055
C  -0.370  -5.772  -2.185
C  -1.080  -4.476  -2.210
O  -1.164  -3.822  -3.238
H  -2.201  -3.041  -1.004
H  -1.979  -4.323  1.116
H  0.277  -7.405  -1.001
H  0.053  -6.110  -3.122
C  2.452  -1.909  0.058
C  3.548  -1.321  0.529
C  4.880  -1.974  0.411
O  5.882  -1.446  0.833
C  4.934  -3.307  -0.248
C  3.834  -3.890  -0.718
C  2.509  -3.232  -0.607
O  1.507  -3.757  -1.054
H  1.473  -1.452  0.135
H  3.530  -0.353  1.019
H  5.912  -3.766  -0.320
H  3.850  -4.859  -1.203
C  -6.320  -6.426  -0.381
C  -6.833  -7.529  -0.919
C  -6.343  -8.051  -2.221
O  -6.807  -9.052  -2.715
C  -5.256  -7.293  -2.898
C  -4.746  -6.190  -2.357
C  -5.239  -5.671  -1.057
O  -4.766  -4.666  -0.565
H  -6.661  -6.028  0.567
H  -7.622  -8.097  -0.443
H  -4.913  -7.692  -3.844
H  -3.955  -5.622  -2.833
C  6.418  9.705  4.291
C  6.229  8.591  3.590
C  5.669  7.373  4.221
O  5.496  6.355  3.579
C  5.326  7.438  5.662
C  5.514  8.551  6.366
C  6.075  9.775  5.735
O  6.244  10.788  6.374
H  6.825  10.607  3.853
H  6.470  8.517  2.537
H  4.920  6.534  6.100
H  5.272  8.623  7.419
C  1.450  -2.867  4.385
C  2.334  -3.442  5.195
C  2.868  -4.801  4.914
O  3.672  -5.323  5.652
C  2.378  -5.490  3.693
C  1.494  -4.914  2.883
C  0.963  -3.559  3.167
O  0.158  -3.031  2.423
H  1.047  -1.879  4.569
H  2.705  -2.958  6.089
H  2.781  -6.478  3.507
H  1.127  -5.395  1.991

Calculated values
**Energy**: -4136.389157 a.u.
**Lowest unoccupied orbital energy**: -3.78 eV
**Maximum force**: 1.553 eV Å⁻¹
**Gap between HOMO and LUMO**: 7.852 eV
**Total charge**: +1
**Molecular weight**: 1112.0 g mol⁻¹

Atomic partial charges in e from the Löwdin method, atoms 1 to 6: -0.032 -0.437 0.162 -0.129 -0.156 0.743


[2]
CHBr3 | the ωB97M-V functional and the def2-TZVPD basis

Cartesian coordinates (Å):
C  3.123  2.043  2.848
Br  2.494  1.297  1.250
Br  1.597  2.701  3.775
Br  4.944  2.667  2.674
H  3.410  1.294  3.476

Calculated values
**Energy**: -7760.704064 a.u.
**Lowest unoccupied orbital energy**: -0.27 eV
**Maximum force**: 2.715 eV Å⁻¹
**Gap between HOMO and LUMO**: 10.006 eV
**Total charge**: 0
**Energy relative to the best compared isomer or geometry (same formula, charge and spin)**: 16.9 kcal/mol
**Molecular weight**: 252.7 g mol⁻¹

How positive or negative is each atom? The Löwdin charges in e answer that: -1.696 0.598 0.611 0.602 -0.116


[3]
C22H27AlNO3P2 | the ωB97M-V functional and the def2-TZVPD basis

Cartesian coordinates (Å):
C  3.427  -0.929  -2.066
C  2.091  -0.590  -1.876
C  1.407  -1.179  -0.782
C  2.092  -1.937  0.214
C  3.508  -2.011  0.109
C  4.141  -1.594  -1.052
C  1.307  -2.510  1.235
C  -0.030  -2.817  0.926
C  -0.659  -2.035  -0.087
C  -2.030  -2.188  -0.407
C  -2.708  -3.266  0.166
C  -2.133  -4.005  1.205
C  -0.833  -3.759  1.623
H  3.930  -0.601  -2.972
H  4.073  -2.437  0.943
H  5.208  -1.773  -1.192
H  1.787  -2.980  2.096
H  -3.728  -3.479  -0.160
H  -2.725  -4.779  1.701
H  -0.401  -4.270  2.485
N  0.062  -0.924  -0.527
Al  -0.452  0.815  0.124
C  1.406  0.473  -2.723
H  0.516  0.088  -3.248
H  2.094  0.903  -3.462
C  -2.738  -1.167  -1.280
H  -2.282  -1.080  -2.277
H  -3.797  -1.433  -1.388
P  0.906  1.817  -1.578
P  -2.689  0.512  -0.497
C  -3.735  0.294  0.971
H  -3.491  1.095  1.681
H  -4.792  0.364  0.677
H  -3.547  -0.674  1.452
C  -3.546  1.684  -1.571
H  -4.627  1.501  -1.528
H  -3.331  2.698  -1.207
H  -3.186  1.583  -2.604
C  2.479  2.318  -0.815
H  3.176  2.655  -1.593
H  2.284  3.135  -0.111
H  2.935  1.485  -0.270
C  0.343  3.302  -2.434
H  0.063  4.052  -1.677
H  1.164  3.693  -3.052
H  -0.533  3.070  -3.055
C  0.367  -0.180  2.483
O  -0.737  -0.297  1.862
H  0.876  -0.998  3.048
C  1.127  3.140  3.706
O  1.440  1.729  3.516
C  0.888  1.161  2.471
O  0.447  1.904  1.480
H  0.044  3.299  3.701
H  1.600  3.758  2.933
H  1.544  3.363  4.683

Calculated values
**Energy**: -2060.014972 a.u.
**Lowest unoccupied orbital energy (alpha / beta)**: -3.08 / -2.98 eV
**Maximum force**: 2.495 eV Å⁻¹
**Gap between HOMO and LUMO (alpha / beta)**: 6.864 / 5.713 eV
**Total charge**: +1
**Energy relative to the best compared isomer or geometry (same formula, charge and spin)**: 0.0 kcal/mol
**Molecular weight**: 442.4 g mol⁻¹

Atomic partial charges in e from the Löwdin method, atoms 1 to 6: -0.047 -0.242 -0.179 -0.151 -0.014 -0.074


[4]
C5H8O2 | the ωB97M-V functional and the def2-TZVPD basis

Cartesian coordinates (Å):
O  -0.776  -1.256  -0.615
C  -1.091  0.137  -1.310
C  -0.591  1.037  -0.317
C  0.521  -0.917  0.848
C  1.233  0.399  1.100
C  0.849  1.044  -0.231
O  1.641  1.152  -1.160
H  -0.626  -1.992  -1.245
H  -2.167  0.105  -1.491
H  -0.512  0.125  -2.235
H  -1.183  1.201  0.581
H  -0.197  -1.276  1.575
H  1.135  -1.693  0.400
H  2.312  0.278  1.240
H  0.778  0.911  1.954

Calculated values
**Energy**: -345.612083 a.u.
**Lowest unoccupied orbital energy (alpha / beta)**: -0.40 / -0.40 eV
**Maximum force**: 0.333 eV Å⁻¹
**Gap between HOMO and LUMO (alpha / beta)**: 7.045 / 7.047 eV
**Total charge**: 0
**Energy relative to the best compared isomer or geometry (same formula, charge and spin)**: 121.0 kcal/mol
**Molecular weight**: 100.1 g mol⁻¹

Atomic partial charges in e from the Löwdin method, atoms 1 to 6: -0.130 -0.134 -0.094 0.120 -0.142 -0.506


[5]
C7H11NO3 | the ωB97M-V functional and the def2-TZVPD basis

Cartesian coordinates (Å):
C  -1.352  0.069  1.622
C  -0.741  -0.199  0.207
C  -0.632  -1.766  -0.098
C  0.520  -1.966  -1.179
O  1.796  -1.634  -0.568
C  1.839  -0.645  0.314
O  2.632  -0.594  1.217
C  0.662  0.352  0.072
N  0.969  1.576  -0.278
C  -0.031  2.584  -0.664
O  2.201  1.781  -0.474
H  -2.100  -0.692  1.771
H  -1.864  0.974  1.529
H  -0.523  0.155  2.468
H  -1.356  0.355  -0.467
H  -1.522  -2.122  -0.452
H  -0.328  -2.392  0.800
H  0.571  -2.952  -1.521
H  0.166  -1.373  -1.984
H  0.200  3.618  -0.269
H  -0.108  2.701  -1.730
H  -1.000  2.168  -0.316

Calculated values
**Energy**: -553.682809 a.u.
**Lowest unoccupied orbital energy (alpha / beta)**: 0.56 / 0.56 eV
**Maximum force**: 4.012 eV Å⁻¹
**Structure (SMILES)**: C[C@@H]1CCOC(=O)/C1=[N+](/C)[O-]
**Gap between HOMO and LUMO (alpha / beta)**: 9.030 / 9.030 eV
**Total charge**: 0
**Energy relative to the best compared isomer or geometry (same formula, charge and spin)**: 96.1 kcal/mol
**Molecular weight**: 157.2 g mol⁻¹

Atomic partial charges in e from the Löwdin method, atoms 1 to 6: -0.039 -0.283 -0.077 -0.104 0.047 -0.426


[6]
C2H3ClFI | the ωB97M-V functional and the def2-TZVPD basis

Cartesian coordinates (Å):
C  -0.077  -0.890  0.173
C  -0.053  0.581  -0.034
F  -1.255  1.058  0.159
Cl  1.076  1.638  1.108
I  0.583  1.070  -2.080
H  1.006  -1.071  0.395
H  -0.754  -1.014  0.987
H  -0.526  -1.371  -0.708

Calculated values
**Energy**: -935.733643 a.u.
**Lowest unoccupied orbital energy**: -0.09 eV
**Maximum force**: 2.180 eV Å⁻¹
**Structure (SMILES)**: C[C@@](F)(Cl)I
**Gap between HOMO and LUMO**: 9.738 eV
**Total charge**: 0
**Energy relative to the best compared isomer or geometry (same formula, charge and spin)**: 0.1 kcal/mol
**Molecular weight**: 208.4 g mol⁻¹

Atomic partial charges in e from the Löwdin method, atoms 1 to 6: -0.154 -1.251 -0.063 0.445 0.771 0.097